Entry 1:
{
  "formula": "C5H13N4",
  "method": "ωB97M-V with the def2-TZVPD basis set",
  "symbols": ["C", "C", "C", "C", "C", "N", "N", "N", "N", "H", "H", "H", "H", "H", "H", "H", "H", "H", "H", "H", "H", "H"],
  "coordinates": [[0.38809, 2.44989, 1.54663], [-0.06505, 0.21599, 1.95977], [-0.23996, 2.33206, 0.12795], [-0.39389, -0.03121, 0.42599], [-0.79061, -1.41153, 0.07593], [0.70243, -2.95053, -3.22336], [1.29218, -1.94815, -2.66655], [-0.40856, 1.57663, 2.36626], [-0.39249, 0.92289, -0.31810], [1.42570, 2.13356, 1.56156], [0.26760, 3.38845, 1.86546], [-0.43093, -0.59231, 2.74996], [1.00762, 0.16181, 1.98893], [-1.27530, 2.74702, 0.24035], [0.30917, 2.88664, -0.59857], [0.15609, -1.98555, 0.07510], [-1.34856, -1.55457, -0.88696], [-1.41694, -1.85071, 0.86088], [0.22632, -3.81060, -2.77955], [-1.35471, 1.73090, 2.24215], [0.75499, -3.13044, -4.19393], [1.58682, -1.28021, -3.41990]],
  "atomic_forces_ev_per_a": [[-0.181, -3.761, -0.592], [-0.394, -0.418, 3.073], [-1.712, -0.907, -0.658], [-1.407, -1.752, 1.145], [-0.121, -1.487, -0.393], [-2.366, -3.844, -0.651], [0.900, 2.166, 1.072], [3.282, -2.439, -1.252], [0.646, 3.662, -0.153], [0.066, 0.125, 0.048], [-0.264, 3.932, 0.917], [0.185, 1.577, -2.208], [0.596, -0.267, 0.115], [0.835, -0.242, -0.560], [0.409, 0.447, -0.471], [-0.443, 0.000, -0.291], [0.932, 0.579, 0.757], [0.181, 0.258, 0.019], [1.479, 2.491, 0.107], [-2.551, 0.671, 0.404], [0.217, 0.191, -1.167], [-0.289, -0.983, 0.738]],
  "s_squared": 2.011,
  "charge": 1,
  "gap_ev": [6.863, 5.460],
  "de_lowest_kcal_mol": 19.2,
  "spin_multiplicity": 3
}

---

Entry 2:
{
  "formula": "C10H12N4O4",
  "method": "ωB97M-V with the def2-TZVPD basis set",
  "symbols": ["O", "O", "O", "O", "N", "N", "C", "C", "C", "C", "C", "C", "N", "N", "C", "C", "C", "C", "H", "H", "H", "H", "H", "H", "H", "H", "H", "H", "H", "H"],
  "coordinates": [[-1.05188, -1.43133, 5.51441], [1.42386, 3.88771, -0.45244], [2.23564, -1.20680, -3.03026], [3.11924, -1.30366, -1.08753], [-1.52698, -0.44856, 4.90932], [0.95385, 3.23624, 0.45448], [0.49991, -0.09872, 3.56050], [-1.47509, 1.21821, 3.22666], [1.02969, 0.46047, 2.37091], [-0.86224, 1.80742, 2.09868], [-0.79588, 0.24152, 3.98365], [0.32068, 1.37758, 1.56984], [0.87818, 1.89250, 0.39349], [2.29618, -0.85813, -1.90252], [0.52326, 0.82443, -2.69254], [0.13511, -0.78220, -0.76288], [1.82085, 1.13677, -0.52203], [1.22921, 0.11129, -1.48110], [1.23441, -0.73222, 4.18193], [-2.49590, 1.46330, 3.48208], [1.97606, 0.04218, 2.10381], [-1.37068, 2.59399, 1.59340], [1.26304, 1.40675, -3.32214], [-0.18605, 1.54741, -2.38164], [0.12378, 0.08654, -3.47058], [0.52251, -1.15259, 0.21871], [-0.72251, -0.17851, -0.53187], [-0.20169, -1.69961, -1.29575], [2.45032, 1.85266, -0.94788], [2.52844, 0.58068, 0.09459]],
  "atomic_forces_ev_per_a": [[-0.204, 2.387, -1.860], [0.049, -1.646, 0.327], [0.064, -0.712, -2.030], [-1.186, 0.962, -0.425], [-1.348, -2.285, 3.042], [-0.762, 1.639, 0.096], [1.986, 0.142, -0.189], [0.956, -0.292, -0.261], [-0.765, -1.113, 1.173], [-1.535, 0.063, 0.606], [1.545, 0.441, -2.303], [1.237, -1.634, 1.960], [1.372, 0.019, -2.069], [1.120, -0.186, 1.575], [2.399, -1.528, -2.248], [1.235, -0.747, 0.799], [-0.453, -1.197, 2.310], [-2.950, 0.639, 0.071], [-1.717, 0.778, -1.053], [0.026, 0.144, 0.104], [0.565, 0.217, -0.414], [-0.526, 0.402, -0.359], [-0.453, -0.554, 0.915], [-0.891, 0.331, 0.623], [0.139, 0.914, 1.514], [-0.142, 0.306, -0.754], [-0.418, 0.356, -0.083], [0.450, 0.901, -0.181], [0.461, 1.348, -1.271], [-0.252, -0.094, 0.384]],
  "smiles": "CC(C)(CN(N=O)c1ccc(N=O)cc1)[N+](=O)[O-]",
  "gap_ev": 7.899,
  "de_lowest_kcal_mol": 109.0
}

---

Entry 3:
{
  "formula": "C6H12N2O2S",
  "method": "ωB97M-V with the def2-TZVPD basis set",
  "symbols": ["C", "C", "C", "C", "C", "C", "N", "N", "O", "O", "S", "H", "H", "H", "H", "H", "H", "H", "H", "H", "H", "H", "H"],
  "coordinates": [[-0.81102, -0.61481, 0.25607], [0.23490, 0.46666, 0.14835], [1.55519, 0.08880, -0.23319], [2.70583, 0.50831, 0.62227], [-0.76285, -1.47832, -1.08348], [-4.34279, 0.39433, 0.38717], [-3.15099, -0.17327, 0.71605], [3.99784, 0.76402, 0.14392], [-2.07802, 0.10691, 0.07917], [2.37411, -0.86315, 0.50838], [-0.15430, 2.03082, 0.46219], [-0.79785, -1.22169, 1.16670], [1.75743, 0.06731, -1.25440], [2.46568, 0.90967, 1.56611], [0.35280, -1.77653, -1.27549], [-1.42262, -2.32776, -1.21241], [-0.95312, -0.88699, -1.99483], [-4.82344, 0.74935, 1.27714], [-5.06607, -0.32116, 0.09499], [-4.11832, 1.09957, -0.51761], [4.15473, 1.77493, -0.20779], [4.28443, 0.24466, -0.64451], [4.59844, 0.45838, 0.99519]],
  "atomic_forces_ev_per_a": [[-0.144, -1.467, -2.192], [-2.720, 1.793, 1.886], [3.637, 0.225, 1.315], [-3.537, -2.168, -0.871], [2.519, 0.351, -0.573], [1.795, 3.519, -4.004], [4.045, -2.721, 1.582], [2.828, 2.602, 1.462], [-4.273, 0.946, 0.191], [-0.789, 0.464, -0.035], [0.576, -1.245, -0.392], [-0.115, 0.244, -0.056], [0.165, -0.165, -1.858], [0.151, 0.833, 0.972], [-2.127, -0.016, 0.714], [0.009, -0.271, 0.839], [-0.134, 0.464, 0.638], [-0.030, 0.731, 0.866], [-0.600, -1.631, -0.476], [-1.233, -0.599, 1.757], [-0.077, -1.416, 1.403], [0.207, -1.576, -1.247], [-0.155, 1.103, -1.924]],
  "charge": 2,
  "gap_ev": [7.085, 7.086]
}

---

DFT total energy values, unit Ha, following the record order: -416.90919 -907.95740 -893.13382.